# C3H10O2

A cluster of 2 separate species, C3H10O2 in total in a non-equilibrium geometry (the ωB97M-V functional and the def2-TZVPD basis, the OMol25 dataset).

Properties
M   78.1 g/mol
Kohn-Sham gap   10.974 eV
ΔE to the lowest compared entry with this formula, charge and spin   18.4 kJ/mol
Structure (SMILES)   CC(C)O.O
Energy   -270.7648 Eh
E_HOMO   -10.2 eV

Last columns: bonded neighbours and bond lengths (Å).
CARTESIAN COORDINATES (ANGSTROEM)
1 C 0.984 1.099 0.043  C2 1.515, H5 1.092, H6 1.089, H7 1.094
2 C 1.065 -0.382 -0.266  C1 1.515, C3 1.529, O4 1.432, H8 1.099
3 C 1.985 -1.140 0.691  C2 1.529, H9 1.082, H10 1.081, H11 1.095
4 O 1.618 -0.531 -1.578  C2 1.432, H12 0.960
5 H 0.554 1.633 -0.806  C1 1.092
6 H 1.962 1.512 0.283  C1 1.089
7 H 0.389 1.315 0.935  C1 1.094
8 H 0.068 -0.843 -0.243  C2 1.099
9 H 2.905 -0.606 0.884  C3 1.082
10 H 2.202 -2.093 0.228  C3 1.081
11 H 1.428 -1.330 1.615  C3 1.095
12 H 0.918 -0.694 -2.214  O4 0.960
13 O -5.188 0.648 0.494  H14 0.966, H15 0.962
14 H -5.709 -0.009 0.015  O13 0.966
15 H -5.181 1.419 -0.081  O13 0.962